(1)
{
  "formula": "C45H41N2O5PPt",
  "method": "wB97M-V/def2-TZVPD",
  "total_energy_ha": -2685.7519,
  "spin_multiplicity": 1,
  "homo_lumo_gap_ev": 5.5799,
  "max_force_ha_per_bohr": 0.0513,
  "lumo_ev": -1.17,
  "species": ["Pt", "O", "C", "C", "C", "C", "C", "C", "C", "O", "N", "N", "C", "C", "C", "C", "C", "C", "C", "O", "H", "H", "H", "H", "H", "H", "H", "H", "H", "H", "C", "C", "C", "C", "C", "C", "C", "P", "C", "C", "C", "C", "C", "C", "C", "C", "C", "C", "C", "C", "C", "C", "H", "H", "H", "H", "H", "H", "H", "H", "H", "H", "H", "H", "H", "H", "H", "H", "H", "H", "H", "H", "C", "C", "C", "C", "C", "C", "C", "C", "C", "C", "O", "O", "H", "H", "H", "H", "H", "H", "H", "H", "H", "H", "H"],
  "xyz": [[1.0420, 0.2534, -0.4982], [-2.6523, -1.7863, 1.1686], [-2.5958, -2.9782, 0.5054], [-3.7663, -3.7170, 0.3337], [-3.7508, -4.9234, -0.3361], [-2.5586, -5.4104, -0.8508], [-1.4028, -4.6659, -0.6989], [-1.3865, -3.4447, -0.0260], [-0.1254, -2.6343, -0.0039], [0.0168, -1.6445, 0.7534], [0.7652, -3.0210, -0.9158], [1.7299, -2.0625, -1.0198], [2.6990, -2.2768, -1.8199], [3.8237, -1.3490, -1.9379], [4.8746, -1.7005, -2.7875], [6.0450, -0.9616, -2.8750], [6.1715, 0.1605, -2.0775], [5.1370, 0.5344, -1.2445], [3.9397, -0.1882, -1.1794], [3.0159, 0.3023, -0.3373], [-3.5822, -1.6103, 1.3585], [-4.6970, -3.3233, 0.7291], [-4.6707, -5.4793, -0.4574], [-2.5311, -6.3552, -1.3761], [-0.4683, -5.0144, -1.1135], [2.6914, -3.1947, -2.4024], [4.7516, -2.5987, -3.3782], [6.8437, -1.2575, -3.5385], [7.0778, 0.7509, -2.1097], [5.2140, 1.4128, -0.6157], [1.3948, 3.2851, 4.1879], [2.3532, 3.6299, 3.0850], [3.2548, 4.6648, 3.3088], [4.1953, 5.0455, 2.3700], [4.2675, 4.3790, 1.1581], [3.3862, 3.3460, 0.9088], [2.4204, 2.9815, 1.8481], [1.2321, 1.7064, 1.3196], [0.5807, 0.7235, 2.6615], [-0.7964, 0.5957, 2.8229], [-1.2952, -0.2426, 3.8010], [-0.4174, -0.9636, 4.5986], [0.9498, -0.8665, 4.3976], [1.4738, -0.0344, 3.4207], [2.9527, 0.0338, 3.1759], [-0.0410, 2.8502, 0.6444], [-0.9453, 3.6417, 1.3319], [-1.8500, 4.4204, 0.6225], [-1.8424, 4.4165, -0.7679], [-0.9146, 3.6584, -1.4641], [0.0140, 2.9011, -0.7621], [1.0915, 2.0910, -1.3993], [1.2921, 4.1347, 4.8608], [1.7567, 2.4380, 4.7727], [0.4067, 3.0111, 3.8319], [3.2086, 5.1847, 4.2562], [4.8731, 5.8576, 2.5896], [5.0030, 4.6525, 0.4166], [3.4626, 2.8066, -0.0211], [-1.4719, 1.1267, 2.1684], [-2.3627, -0.3509, 3.9235], [-0.7991, -1.6232, 5.3645], [1.6269, -1.4629, 4.9949], [3.4565, -0.7974, 3.6636], [3.3849, 0.9610, 3.5598], [3.1849, -0.0204, 2.1069], [-0.9790, 3.6343, 2.4120], [-2.5727, 5.0206, 1.1569], [-2.5653, 5.0099, -1.3102], [-0.9038, 3.6603, -2.5451], [2.0744, 2.4966, -1.1713], [0.9844, 1.9732, -2.4768], [-6.1056, -2.8090, -2.9514], [-4.7955, -2.1215, -2.7249], [-3.6256, -2.6091, -3.2757], [-2.3956, -2.0007, -3.0551], [-1.1898, -2.6257, -3.6878], [-2.3514, -0.8641, -2.2322], [-3.5239, -0.3469, -1.6634], [-3.5511, 0.8667, -0.7776], [-4.7255, -0.9784, -1.9336], [-1.0362, -0.3019, -1.8782], [-0.0009, -0.4287, -2.5603], [-0.9320, 0.2759, -0.7262], [-6.0037, -3.6309, -3.6563], [-6.8515, -2.1163, -3.3404], [-6.4947, -3.2145, -2.0166], [-3.6595, -3.4964, -3.8936], [-1.4889, -3.5332, -4.2100], [-0.4341, -2.8810, -2.9413], [-0.7138, -1.9496, -4.3958], [-3.0390, 1.7182, -1.2325], [-3.0407, 0.6742, 0.1656], [-4.5838, 1.1509, -0.5792], [-5.6335, -0.5713, -1.5060]],
  "forces_ev_per_a": [[1.763, 0.370, 0.180], [-0.092, -0.003, 0.008], [0.001, -0.001, -0.026], [0.076, 0.047, 0.032], [-0.025, -0.034, -0.013], [0.042, 0.014, -0.031], [-0.007, -0.099, 0.038], [-0.110, 0.077, 0.240], [0.289, -0.075, -0.134], [-0.102, 0.304, 0.385], [-0.005, 0.303, -0.342], [-0.087, 0.014, -0.182], [-0.164, 0.162, 0.217], [-0.222, -0.554, -0.411], [0.188, 0.009, -0.068], [-0.309, -0.302, -0.097], [0.098, 0.175, 0.126], [-0.131, 0.172, 0.054], [-0.039, 0.633, 0.241], [0.782, -0.040, 0.299], [0.064, -0.014, -0.032], [-0.025, 0.009, 0.022], [-0.044, -0.036, -0.003], [-0.001, -0.022, -0.007], [0.025, 0.006, -0.013], [0.243, -0.166, 0.004], [0.063, -0.070, -0.053], [0.007, -0.065, -0.058], [0.019, 0.035, 0.029], [0.066, 0.014, -0.002], [-0.082, -0.006, 0.124], [-0.150, -0.045, 0.044], [0.014, 0.078, 0.023], [0.045, -0.001, -0.049], [-0.008, 0.065, 0.085], [0.049, 0.012, 0.016], [0.893, -0.853, -0.504], [-2.545, 0.133, -0.675], [0.034, 0.023, 0.083], [0.061, 0.009, -0.045], [0.081, -0.055, 0.081], [-0.084, 0.082, -0.078], [0.010, -0.040, 0.047], [0.041, 0.008, 0.032], [0.104, -0.026, -0.048], [-0.004, 0.036, -0.322], [-0.003, -0.088, 0.008], [-0.037, 0.061, -0.164], [-0.065, 0.062, 0.234], [0.301, -0.008, 0.203], [-0.091, -0.022, 0.412], [-0.007, -0.147, -0.049], [-0.003, 0.005, 0.019], [0.017, -0.041, 0.015], [-0.013, 0.018, 0.009], [-0.005, 0.031, 0.051], [0.046, 0.048, 0.011], [0.053, 0.017, -0.046], [0.057, -0.111, 0.025], [-0.040, 0.033, -0.050], [-0.044, -0.014, 0.010], [-0.034, -0.051, 0.034], [0.019, -0.028, 0.028], [0.034, -0.032, 0.008], [0.017, 0.010, 0.025], [0.010, -0.031, 0.006], [-0.048, 0.005, 0.051], [-0.041, 0.019, 0.019], [-0.045, 0.021, -0.013], [0.028, -0.014, -0.074], [-0.048, 0.092, -0.331], [-0.047, -0.188, 0.074], [-0.103, -0.046, -0.028], [0.077, 0.141, 0.083], [-0.081, 0.038, 0.033], [-0.056, 0.032, -0.033], [0.175, -0.076, -0.041], [0.040, -0.162, -0.217], [-0.130, 0.039, 0.029], [0.028, 0.196, 0.052], [-0.015, -0.100, -0.051], [-0.079, -0.037, 0.171], [0.174, 0.046, 0.235], [-0.558, 0.169, 0.078], [0.003, -0.046, -0.036], [-0.042, 0.034, -0.016], [-0.015, -0.027, 0.054], [-0.008, -0.076, -0.029], [0.003, -0.035, -0.027], [-0.031, -0.003, -0.004], [-0.004, 0.014, -0.029], [-0.036, -0.054, 0.027], [-0.048, -0.029, 0.000], [-0.037, 0.036, -0.003], [-0.086, 0.016, 0.021]],
  "mulliken_charge": [1.98, -0.17, 0.72, -0.86, -0.57, -0.85, -0.52, 0.25, -0.23, -0.15, -0.98, 0.53, -0.78, 0.81, -0.91, -0.83, -0.67, -0.61, 0.51, -0.05, 0.33, 0.33, 0.43, 0.40, 0.41, 0.33, 0.40, 0.39, 0.42, 0.36, -1.27, 1.67, -0.96, -0.82, -1.03, -1.00, 1.96, -0.59, 1.90, -0.66, -0.54, -0.97, -1.01, 0.72, -1.41, 0.54, -0.31, -0.82, -0.73, -0.99, 0.89, -1.96, 0.51, 0.24, 0.17, 0.47, 0.41, 0.48, -0.06, -0.15, 0.44, 0.41, 0.47, 0.50, 0.22, 0.14, 0.32, 0.46, 0.42, 0.49, 0.62, 0.56, -1.54, 0.58, -1.01, 0.76, -1.31, 0.14, 0.98, -1.05, -1.00, 0.18, -0.75, 0.68, 0.38, 0.38, 0.31, 0.25, 0.43, 0.11, 0.32, 0.25, -0.07, 0.46, 0.36]
}

(2)
{
  "formula": "C45H42BBrN7O14",
  "method": "wB97M-V/def2-TZVPD",
  "total_energy_ha": -5775.0632,
  "spin_multiplicity": 1,
  "homo_lumo_gap_ev": 5.8513,
  "max_force_ha_per_bohr": 0.0585,
  "total_charge": -1,
  "lumo_ev": 0.55,
  "species": ["C", "C", "O", "O", "C", "C", "B", "Br", "C", "C", "C", "N", "C", "C", "H", "H", "H", "H", "H", "H", "H", "H", "H", "H", "H", "H", "C", "C", "C", "C", "C", "C", "N", "O", "O", "H", "H", "H", "H", "H", "C", "C", "C", "C", "C", "C", "N", "O", "O", "H", "H", "H", "H", "H", "C", "C", "C", "C", "C", "C", "N", "O", "O", "H", "H", "H", "H", "H", "C", "C", "C", "C", "C", "C", "N", "O", "O", "H", "H", "H", "H", "H", "C", "C", "C", "C", "C", "C", "N", "O", "O", "H", "H", "H", "H", "H", "C", "C", "C", "C", "C", "C", "N", "O", "O", "H", "H", "H", "H", "H"],
  "xyz": [[-1.5287, 3.2641, -0.6239], [-0.0878, 3.7465, -0.7697], [0.3444, 3.9482, -1.8702], [0.6125, 3.8854, 0.3480], [1.1699, 5.2142, 0.4894], [2.6547, 5.2036, 0.8508], [3.1008, 4.7808, 2.3825], [1.5547, 4.3561, 3.6672], [4.1607, 3.5570, 2.4503], [4.3279, 2.6112, 1.4754], [5.2576, 1.6253, 1.5036], [6.0656, 1.4816, 2.5309], [5.8817, 2.3485, 3.4823], [5.0120, 3.3768, 3.5178], [-1.6691, 2.4780, -1.3578], [-1.5901, 2.7808, 0.3502], [-2.2377, 4.0748, -0.7252], [1.0949, 5.7394, -0.4662], [0.5735, 5.7988, 1.1836], [2.9861, 6.2330, 0.6948], [3.1522, 4.6022, 0.0901], [3.6776, 5.7374, 2.8594], [3.6854, 2.6660, 0.6070], [5.3643, 0.9259, 0.6924], [6.5173, 2.2275, 4.3560], [4.9646, 4.0411, 4.3628], [8.9775, -3.3106, -1.6678], [9.1888, -2.1721, -0.9029], [8.3444, -1.0817, -1.0335], [7.2945, -1.1501, -1.9290], [7.0742, -2.2737, -2.7027], [7.9234, -3.3596, -2.5698], [6.3832, -0.0018, -2.0494], [6.6217, 0.9702, -1.3681], [5.4461, -0.1022, -2.8182], [9.6354, -4.1633, -1.5598], [10.0104, -2.1348, -0.2012], [8.5088, -0.1962, -0.4368], [6.2523, -2.3137, -3.4020], [7.7613, -4.2465, -3.1668], [-6.2393, -0.2008, 3.1220], [-5.2572, -0.9705, 2.5182], [-4.6411, -0.5283, 1.3564], [-5.0225, 0.6875, 0.8196], [-6.0054, 1.4620, 1.4109], [-6.6148, 1.0118, 2.5674], [-4.3773, 1.1867, -0.4018], [-3.5320, 0.4874, -0.9258], [-4.7308, 2.2705, -0.8211], [-6.7136, -0.5482, 4.0298], [-4.9706, -1.9148, 2.9535], [-3.8766, -1.1308, 0.8858], [-6.2994, 2.4081, 0.9809], [-7.3837, 1.6084, 3.0384], [2.2343, -1.8996, 0.8663], [2.0312, -1.0565, 1.9508], [1.2715, -1.4791, 3.0285], [0.7306, -2.7529, 3.0047], [0.9167, -3.6003, 1.9278], [1.6729, -3.1690, 0.8541], [-0.0478, -3.2290, 4.1508], [-0.2210, -2.4717, 5.0785], [-0.4796, -4.3724, 4.1078], [2.8345, -1.5657, 0.0298], [2.4709, -0.0668, 1.9581], [1.1184, -0.8206, 3.8711], [0.4855, -4.5905, 1.9146], [1.8289, -3.8245, 0.0079], [-8.4842, -1.0390, -3.4267], [-9.5424, -1.8427, -3.0225], [-9.7719, -2.0617, -1.6744], [-8.9372, -1.4668, -0.7472], [-7.8762, -0.6703, -1.1337], [-7.6496, -0.4567, -2.4832], [-9.1864, -1.6739, 0.6862], [-10.1125, -2.3938, 1.0043], [-8.4488, -1.1076, 1.4667], [-8.3104, -0.8654, -4.4806], [-10.1906, -2.2966, -3.7594], [-10.5948, -2.6868, -1.3614], [-7.2282, -0.2147, -0.3993], [-6.8239, 0.1667, -2.7988], [0.1455, 5.5455, -5.2729], [0.0620, 6.3602, -6.3948], [-0.5446, 7.6015, -6.3072], [-1.0577, 8.0133, -5.0911], [-0.9877, 7.2096, -3.9666], [-0.3816, 5.9659, -4.0601], [-1.6809, 9.3405, -4.9913], [-1.7442, 10.0148, -6.0023], [-2.0959, 9.6922, -3.9061], [0.6251, 4.5777, -5.3420], [0.4733, 6.0279, -7.3385], [-0.6088, 8.2336, -7.1803], [-1.3953, 7.5388, -3.0222], [-0.3138, 5.3214, -3.1904], [0.7166, -9.7027, 4.0562], [1.7782, -10.2314, 3.3343], [2.1420, -9.6681, 2.1229], [1.4368, -8.5769, 1.6515], [0.3729, -8.0436, 2.3553], [0.0125, -8.6125, 3.5650], [1.8352, -7.9590, 0.3778], [2.7626, -8.4560, -0.2277], [1.2134, -6.9833, 0.0115], [0.4381, -10.1411, 5.0056], [2.3250, -11.0815, 3.7184], [2.9683, -10.0798, 1.5628], [-0.1743, -7.1930, 1.9770], [-0.8152, -8.2026, 4.1268]],
  "forces_ev_per_a": [[1.315, -0.969, 0.829], [-1.224, -0.612, -0.271], [0.687, 0.382, -0.710], [-0.496, 0.501, 0.435], [1.370, 0.854, -0.492], [-0.818, -0.320, 0.623], [1.019, 0.345, -0.674], [-0.427, -0.121, 0.194], [-0.764, 0.717, 0.333], [-1.516, 0.313, -1.920], [0.275, -0.583, -0.127], [0.738, -1.355, -0.602], [1.730, -0.129, 2.460], [-0.927, 1.022, 0.058], [-0.343, 0.204, -0.326], [-0.416, 0.228, 0.185], [-0.079, 0.113, -0.055], [-0.221, -0.290, -0.195], [-0.161, -0.380, 0.475], [0.046, 0.062, -0.053], [0.106, -0.038, -0.098], [-0.122, 0.040, 0.275], [-0.089, -0.060, -0.218], [-0.010, -0.156, -0.240], [0.223, -0.128, 0.062], [0.082, 0.124, 0.272], [0.021, -0.017, 0.001], [-0.035, -0.113, -0.104], [0.183, 0.162, 0.236], [0.142, -0.221, 0.026], [-0.150, -0.175, -0.208], [0.102, 0.023, 0.093], [-0.049, 0.085, -0.009], [0.042, 0.056, -0.105], [0.011, -0.055, -0.023], [0.002, 0.000, -0.003], [-0.010, 0.033, 0.017], [-0.162, 0.054, -0.037], [-0.055, 0.150, 0.053], [-0.028, 0.008, -0.012], [0.109, -0.007, 0.122], [-0.077, 0.170, -0.050], [0.153, -0.274, -0.023], [-0.114, -0.001, 0.260], [-0.174, 0.279, 0.031], [0.074, -0.029, 0.079], [0.152, -0.106, -0.086], [-0.097, -0.016, 0.047], [-0.051, 0.041, -0.082], [-0.024, -0.021, -0.018], [0.067, -0.089, 0.005], [0.014, 0.144, -0.079], [0.129, -0.015, -0.102], [-0.008, 0.012, -0.029], [0.007, 0.032, 0.037], [0.097, 0.084, -0.135], [0.024, 0.165, 0.164], [0.159, 0.091, -0.215], [-0.051, -0.333, -0.143], [0.088, 0.115, -0.074], [-0.126, -0.298, -0.039], [-0.030, 0.101, 0.129], [0.031, 0.128, 0.014], [-0.010, 0.029, 0.001], [-0.023, 0.005, 0.033], [-0.066, -0.088, 0.046], [-0.038, 0.037, 0.135], [-0.029, -0.042, 0.018], [-0.013, -0.010, -0.016], [0.122, 0.090, -0.017], [-0.251, -0.175, -0.086], [0.032, 0.038, -0.242], [0.245, 0.183, 0.058], [-0.074, -0.047, -0.097], [-0.033, -0.053, 0.011], [0.010, 0.009, -0.018], [-0.113, -0.072, 0.004], [0.008, -0.007, 0.001], [-0.014, -0.018, 0.019], [0.032, 0.031, 0.154], [-0.100, -0.066, 0.115], [0.014, 0.006, 0.036], [0.004, 0.007, -0.061], [-0.003, -0.083, 0.132], [0.069, 0.054, -0.321], [0.100, -0.202, 0.037], [-0.024, -0.047, 0.170], [-0.042, -0.013, 0.028], [-0.011, 0.010, -0.027], [-0.008, 0.014, -0.020], [-0.030, 0.013, 0.030], [-0.004, -0.006, 0.039], [-0.009, 0.028, -0.018], [-0.064, 0.118, 0.090], [-0.027, 0.133, -0.054], [0.009, 0.109, -0.161], [0.000, -0.017, 0.006], [-0.115, 0.064, 0.057], [0.230, -0.213, -0.015], [-0.075, -0.089, 0.228], [-0.201, 0.214, 0.012], [0.057, -0.119, 0.052], [0.008, 0.028, -0.001], [0.012, -0.037, -0.008], [-0.027, 0.074, -0.055], [-0.003, -0.001, 0.000], [0.020, -0.003, -0.023], [-0.011, 0.120, -0.109], [0.094, 0.014, -0.096], [0.009, 0.050, -0.020]],
  "mulliken_charge": [-1.02, 0.56, -0.64, -0.09, -0.42, -0.82, 0.38, -0.48, 0.27, -0.07, -0.61, -0.68, -0.25, -0.58, 0.32, 0.38, 0.33, 0.28, 0.33, 0.32, 0.23, -0.28, 0.16, 0.65, 0.34, 0.33, -0.41, -0.46, -0.31, 0.13, -0.42, -0.39, 1.08, -0.59, -0.63, 0.37, 0.37, 0.46, 0.45, 0.37, -0.50, -0.51, -0.22, -0.63, 0.12, -0.50, 1.14, -0.59, -0.61, 0.42, 0.44, 0.53, 0.46, 0.41, -0.53, -0.40, -0.61, 0.02, -0.28, -0.53, 1.06, -0.61, -0.64, 0.53, 0.57, 0.49, 0.49, 0.44, -0.48, -0.44, -0.46, -0.27, 0.30, -0.41, 0.96, -0.62, -0.52, 0.38, 0.37, 0.45, 0.31, 0.46, -0.67, -0.34, -0.43, -0.01, -0.41, -0.16, 1.01, -0.62, -0.61, 0.42, 0.37, 0.44, 0.46, 0.58, -0.40, -0.40, -0.39, 0.08, -0.14, -0.52, 1.05, -0.61, -0.62, 0.37, 0.37, 0.44, 0.38, 0.40]
}

What is the formula in the first record?
C45H41N2O5PPt